No. 1
An isolated molecule of C10H10ClP, computed with ωB97M-V/def2-TZVPD.

Each atom is followed by the atoms it is bonded to, with distances in Å.
Cartesian coordinates (Å):
1 Cl -0.1761 -2.9445 0.0882  P2 1.989
2 P -0.2727 -1.0435 -0.4894  Cl1 1.989, C4 1.892, C8 2.275
3 C 2.6813 -1.0682 0.2486  C5 1.350, C8 1.453, H13 1.075
4 C -1.6664 -0.4830 0.6610  P2 1.892, C9 1.491, C12 1.476, H16 1.089
5 C 3.4700 -0.3060 -0.5391  C3 1.350, C11 1.443, H14 1.075
6 C -2.5937 1.4237 -0.2305  C10 1.437, C12 1.347, H18 1.074
7 C 1.7421 1.0430 0.0530  C8 1.461, C11 1.348, H22 1.075
8 C 1.5360 -0.2724 0.6554  P2 2.275, C3 1.453, C7 1.461, H20 1.084
9 C -2.8048 -0.8385 -0.2345  C4 1.491, C10 1.348, H15 1.073
10 C -3.2873 0.2937 -0.7843  C6 1.437, C9 1.348, H19 1.075
11 C 2.8786 1.0032 -0.6704  C5 1.443, C7 1.348, H21 1.074
12 C -1.6662 0.9932 0.6458  C4 1.476, C6 1.347, H17 1.074
13 H 2.8560 -2.0801 0.5669  C3 1.075
14 H 4.3993 -0.5967 -0.9940  C5 1.075
15 H -3.1154 -1.8465 -0.4312  C9 1.073
16 H -1.5923 -0.9840 1.6245  C4 1.089
17 H -1.0131 1.5900 1.2540  C12 1.074
18 H -2.8012 2.4459 -0.4869  C6 1.074
19 H -4.0770 0.3633 -1.5101  C10 1.075
20 H 1.1297 -0.3713 1.6554  C8 1.084
21 H 3.3009 1.8028 -1.2498  C11 1.074
22 H 1.0723 1.8756 0.1673  C7 1.075

Calculated values
LUMO level	-0.05	eV
net charge	0
F_max	0.0611	Eh/bohr
HOMO-LUMO gap	8.25	eV
ΔE to the lowest compared entry with this formula, charge and spin	0.0	kJ/mol



No. 2
A cluster of 2 separate species, C10H10F3N2 in total, computed with ωB97M-V/def2-TZVPD.

Each atom is followed by the atoms it is bonded to, with distances in Å.
Cartesian coordinates (Å):
1 F 2.1360 2.3476 -0.2203  C11 1.309
2 F 3.3149 0.9661 -1.5080  C11 1.346
3 F 3.5078 1.0024 0.7487  C11 1.373
4 N 3.2104 -1.7581 1.3276  C8 1.284, H16 0.955, H19 1.013
5 N 2.0956 -1.6699 -0.9295  C8 1.323, C9 1.483, H23 1.020
6 C -1.9826 0.0542 -1.3167  C10 1.408, C14 1.354, H17 1.006
7 C -0.6548 -0.0069 1.1536  C12 1.439, C13 1.379, H21 1.029
8 C 2.3891 -1.5787 0.3578  N4 1.284, N5 1.323, C9 1.376
9 C 1.3379 -0.7748 -0.0211  N5 1.483, C8 1.376, C12 1.396
10 C -2.6084 0.4646 -0.1240  C6 1.408, C13 1.408, C15 1.488
11 C 2.6824 1.1636 -0.3363  F1 1.309, F2 1.346, F3 1.373
12 C -0.0069 -0.4021 -0.0684  C7 1.439, C9 1.396, C14 1.404
13 C -1.9661 0.4193 1.1278  C7 1.379, C10 1.408, H20 1.086
14 C -0.7232 -0.4418 -1.2751  C6 1.354, C12 1.404, H22 1.069
15 C -3.8981 1.2062 -0.0960  C10 1.488, H18 1.170, H24 1.151, H25 1.032
16 H 4.0016 -2.2905 1.2758  N4 0.955
17 H -2.5804 0.0513 -2.1255  C6 1.006
18 H -3.7498 2.3667 -0.0726  C15 1.170
19 H 3.3316 -0.9904 1.9774  N4 1.013
20 H -2.4097 0.9303 1.9773  C13 1.086
21 H -0.2401 -0.1119 2.0890  C7 1.029
22 H -0.1005 -0.6381 -2.1218  C14 1.069
23 H 1.9022 -2.4513 -1.5559  N5 1.020
24 H -4.5790 1.2036 -1.0234  C15 1.151
25 H -4.4099 0.9387 0.7594  C15 1.032

Calculated values
LUMO level (alpha / beta)	-4.70 / -4.98	eV
net charge	+1
F_max	0.0868	Eh/bohr
HOMO-LUMO gap (alpha / beta)	6.98 / 7.18	eV
ΔE to the lowest compared entry with this formula, charge and spin	420.8	kJ/mol